{"formula": "C49H66BGeN8Ni", "method": "wB97M-V/def2-TZVPD", "s2": 2.019, "orbital_gap_ev": [5.20, 5.24], "multiplicity": 3, "total_charge": -1, "symbols": ["Ge", "Ni", "N", "N", "N", "N", "N", "N", "N", "N", "C", "C", "C", "C", "C", "C", "C", "C", "C", "C", "C", "C", "C", "C", "C", "C", "C", "C", "C", "C", "C", "C", "C", "C", "C", "C", "C", "C", "C", "C", "C", "C", "C", "C", "C", "C", "C", "C", "C", "C", "C", "C", "C", "C", "C", "C", "C", "C", "C", "B", "H", "H", "H", "H", "H", "H", "H", "H", "H", "H", "H", "H", "H", "H", "H", "H", "H", "H", "H", "H", "H", "H", "H", "H", "H", "H", "H", "H", "H", "H", "H", "H", "H", "H", "H", "H", "H", "H", "H", "H", "H", "H", "H", "H", "H", "H", "H", "H", "H", "H", "H", "H", "H", "H", "H", "H", "H", "H", "H", "H", "H", "H", "H", "H", "H", "H"], "coordinates": [[-2.0715, -3.1529, 0.0503], [-0.1309, -0.0556, -0.3056], [1.2688, 2.2551, -1.5001], [0.3060, 1.3600, 1.2943], [0.6461, 1.1070, -1.8906], [2.1630, -0.2339, 0.0144], [1.1069, 2.4333, 1.0802], [2.8577, 0.9429, 0.0085], [-4.0461, 2.2630, -0.4974], [-1.9628, 1.5787, -0.6213], [4.3102, -0.6746, 0.4032], [0.2241, 1.2734, -3.1338], [1.6846, -2.9043, 1.5051], [1.6642, 4.6180, 2.4228], [-1.3606, -1.4242, 0.1925], [-0.4921, 0.2536, -3.9844], [-0.2350, 1.4747, 2.4919], [-1.1671, 0.4355, 3.0370], [-0.7433, -0.0078, 4.4355], [-2.6119, 0.9353, 3.0288], [-3.1921, -4.5456, 4.5119], [-4.1299, -4.6996, 3.5020], [-6.3160, -3.0082, -2.2210], [-2.5560, -3.8387, 1.8614], [1.0712, 3.2465, 2.1729], [5.3307, 1.6312, 0.4557], [-3.2109, 1.2323, -0.7805], [-4.1494, -4.0326, -1.9678], [5.4490, 1.9973, 1.9399], [1.9999, -3.1156, -0.9823], [0.5453, 2.5736, -3.5604], [1.1963, 3.1652, -2.5033], [5.4205, 2.8676, -0.4342], [3.0239, -1.2044, 0.2519], [1.6251, 4.6063, -2.4826], [0.2163, 2.6625, 3.0873], [-5.3725, -3.9395, -2.6260], [-1.6304, -3.6830, 2.8976], [0.6040, 5.7025, 2.1834], [-1.9347, -4.0394, 4.2041], [-0.7926, -4.5669, -2.1881], [-3.8302, -3.1932, -0.9021], [0.0892, 0.2818, -5.4039], [3.1337, 4.8428, -2.4272], [2.6237, -2.6472, 0.3285], [4.1711, 0.6885, 0.2500], [-4.8024, -2.2683, -0.5064], [0.1544, -6.7083, -0.7191], [0.3927, -6.6557, -2.0851], [-3.2634, 3.3355, -0.1259], [2.9885, 4.9948, 1.7674], [-3.8086, -4.3547, 2.1925], [-0.0873, -5.5804, -2.8213], [-6.0298, -2.1742, -1.1465], [-1.9791, 2.8913, -0.2136], [0.8920, 5.3736, -1.3856], [-0.5657, -5.6944, -0.0968], [-1.0480, -4.6017, -0.8154], [-0.4795, -1.1794, -3.4706], [2.0610, 2.2825, -0.1461], [-0.7503, -5.7558, 0.9702], [1.1510, 0.0272, -5.3749], [-5.0488, 2.2332, -0.5263], [6.4522, 3.2272, -0.4541], [3.7335, 4.2130, 1.8860], [1.2780, 4.9929, -3.4458], [2.8877, 5.2001, 0.7029], [0.7644, -2.3256, 1.3809], [6.2897, 2.6748, 2.1103], [0.1001, -5.5250, -3.8873], [-3.6834, 4.2786, 0.1745], [2.1546, -2.6202, 2.4504], [-3.2890, 0.1418, 3.3539], [-1.1961, -3.9095, 4.9871], [0.9505, -7.4461, -2.5732], [-0.0370, 3.0538, 4.0602], [-0.7948, 0.8194, 5.1503], [3.3712, 5.9014, 2.2424], [6.2008, 1.0136, 0.2115], [1.1273, 4.9409, -0.4155], [-1.1050, -0.4197, 2.3575], [5.5921, 1.1024, 2.5456], [-5.1151, -5.0892, 3.7332], [1.7892, -4.1864, -0.9454], [1.0591, -2.5901, -1.1555], [-2.2540, -0.9009, 0.5950], [5.2258, -1.2095, 0.6001], [-4.5909, -1.6137, 0.3355], [3.5523, -3.2070, 0.4911], [-0.6607, -3.2484, 2.6782], [3.3564, 5.8808, -2.6858], [-0.2726, 5.5207, 2.8050], [-3.5441, 0.2546, -1.0934], [-1.5358, 0.5852, -4.0556], [-1.2179, -1.7668, -4.0248], [-3.4388, -4.8123, 5.5329], [-2.9035, 1.2444, 2.0231], [0.2804, -0.3860, 4.4299], [-2.7368, 1.7931, 3.6974], [1.8514, 4.6142, 3.5020], [2.8037, 3.2099, -0.1682], [3.5280, 4.6531, -1.4319], [-3.4368, -4.7816, -2.2943], [1.0059, 6.6895, 2.4268], [0.5037, -1.6342, -3.6270], [3.6596, 4.1938, -3.1286], [0.5275, -7.5423, -0.1357], [-0.4201, -0.4555, -6.0279], [-1.0664, 3.4197, 0.0097], [-4.5525, -4.4904, 1.4146], [1.1858, 6.4265, -1.3729], [2.6654, -2.9162, -1.8260], [-1.1355, -3.7200, -2.7731], [0.3255, 3.0386, -4.5072], [-1.4009, -0.8037, 4.7921], [4.5370, 2.4816, 2.2904], [-7.2679, -2.9341, -2.7334], [0.2737, 5.7187, 1.1443], [-0.7237, -1.2562, -2.4096], [-0.0114, 1.2572, -5.8821], [4.7992, 3.6774, -0.0601], [5.1130, 2.6494, -1.4569], [-5.5883, -4.6012, -3.4573], [-6.7664, -1.4531, -0.8089], [-0.1891, 5.3138, -1.5236], [1.4175, -3.9638, 1.5514]]}



{"formula": "C49H70BClI2N2O30", "method": "wB97M-V/def2-TZVPD", "orbital_gap_ev": 8.76, "smiles": "CCCCCCC[C@]1(c2cccnc2)C(=O)O[C@@](CCCI)(B(N)O)[C@]1(I)CCCCl.O=C1OCCO1.O=C1OCCO1.O=C1OCCO1.O=C1OCCO1.O=C1OCCO1.O=C1OCCO1.O=C1OCCO1.O=C1OCCO1.O=C1OCCO1", "total_charge": 0, "symbols": ["I", "I", "Cl", "O", "O", "O", "O", "O", "O", "O", "O", "O", "O", "O", "O", "O", "O", "O", "O", "O", "O", "O", "O", "O", "O", "O", "O", "O", "O", "O", "O", "O", "O", "N", "N", "C", "C", "C", "C", "C", "C", "C", "C", "C", "C", "C", "C", "C", "C", "C", "C", "C", "C", "C", "C", "C", "C", "C", "C", "C", "C", "C", "C", "C", "C", "C", "C", "C", "C", "C", "C", "C", "C", "C", "C", "C", "C", "C", "C", "C", "C", "C", "C", "C", "B", "H", "H", "H", "H", "H", "H", "H", "H", "H", "H", "H", "H", "H", "H", "H", "H", "H", "H", "H", "H", "H", "H", "H", "H", "H", "H", "H", "H", "H", "H", "H", "H", "H", "H", "H", "H", "H", "H", "H", "H", "H", "H", "H", "H", "H", "H", "H", "H", "H", "H", "H", "H", "H", "H", "H", "H", "H", "H", "H", "H", "H", "H", "H", "H", "H", "H", "H", "H", "H", "H"], "coordinates": [[-3.7074, -1.4404, -1.9682], [0.7747, 1.6635, -0.0453], [3.7469, 1.6667, -4.6195], [-8.6670, -7.1850, -6.0575], [-8.0347, -7.8176, -8.1382], [1.5296, 4.6582, -0.2210], [-2.5964, 1.6877, -5.0415], [6.8636, 1.0744, -1.4971], [3.5404, -1.7076, 3.2364], [8.3795, -0.0421, -0.2402], [-14.0388, -4.2742, -0.3623], [-1.1766, 0.3654, -6.2091], [-0.0236, -5.2486, 7.7585], [7.0643, 8.2594, 4.2066], [2.4889, -2.1916, 1.2143], [3.6526, 4.2769, -0.9135], [2.6859, 6.2633, -1.3240], [-14.8474, -2.3555, 0.5283], [-13.0728, -3.9296, -4.2674], [6.6297, 9.6775, 2.5157], [-10.9506, -4.3187, -4.9521], [-12.9138, -2.3498, -0.6534], [-0.4721, -0.2701, 2.4822], [-9.7695, -8.8414, -7.1033], [-0.3785, 1.9082, -4.7576], [8.9960, 0.8308, -2.2172], [-7.8036, -4.8853, 0.1967], [5.3682, 7.8110, 2.7601], [-11.9165, -2.3382, -5.3893], [-8.2397, -3.4717, -1.4938], [2.0934, -5.6302, 7.0509], [-9.4667, -5.3617, -1.2640], [1.1204, -3.6457, 6.6402], [1.8905, 2.1164, 4.7897], [0.3662, -2.5891, 2.9162], [3.3608, 1.1001, -1.8667], [6.3139, 3.1996, 4.3037], [-1.0146, -1.7541, -0.5314], [-2.4062, 2.5504, -3.9288], [0.5162, -2.2350, -0.3018], [7.5683, 10.3246, 3.3640], [2.9471, -4.9323, 6.1548], [2.4916, -3.5117, 6.2921], [-13.0146, -4.5349, -1.3151], [2.2515, 3.4482, 4.4377], [2.5674, 1.6753, -3.1700], [0.9690, -4.8763, 7.2028], [-12.0737, -3.5621, -4.8184], [-9.8215, -7.4680, -5.2775], [2.5280, 5.0319, -0.7677], [-8.7555, -7.9365, -7.1895], [-7.3235, -2.8100, -0.6311], [-0.9896, 2.9995, -4.0863], [3.1901, -1.2899, 2.1136], [6.2691, 8.5163, 3.1269], [3.3189, 0.1648, 1.4184], [6.5834, 2.3274, 2.9514], [-14.0121, -2.9387, -0.1027], [-12.0671, -3.3946, -1.1133], [4.8466, 0.2722, 0.9447], [2.2275, 1.1405, 3.8066], [6.1101, 0.8311, 3.2858], [7.9756, 0.6607, -1.3341], [9.6797, -0.5423, -0.5233], [2.9398, 1.3552, 2.4523], [5.9582, -0.1383, 2.0206], [2.6910, -0.2317, -1.2557], [10.1861, 0.4040, -1.5688], [-10.0869, -3.6297, -5.8472], [-10.5418, -2.2072, -5.7264], [-1.3655, 1.2391, -5.4128], [-1.6001, -2.1311, -1.9992], [6.7715, 4.7344, 4.1734], [-6.7482, -3.9330, 0.1761], [4.0610, 6.3980, -1.6611], [2.1631, -0.0396, 0.2786], [-10.2319, -8.8258, -5.7593], [8.1347, 9.1932, 4.1674], [2.9688, 3.9326, 3.1547], [-8.5858, -4.6405, -0.8884], [3.3451, 2.8369, 2.1136], [4.5157, 4.9765, -1.8007], [5.6342, 5.6815, 4.8174], [1.3595, -1.3498, 0.7389], [0.3960, -1.3329, 2.0584], [6.1313, 6.5714, 5.3543], [4.9520, 6.0970, 4.0045], [5.8924, -1.2334, 2.3833], [8.9954, 8.7242, 3.6816], [1.0853, -2.5367, 3.6550], [-10.2285, -4.0311, -6.8549], [3.8740, 3.1432, 1.1560], [-1.7002, -2.3111, 0.2175], [-10.4212, -1.6501, -6.6565], [-9.5827, -7.4581, -4.2129], [-3.1144, 3.3799, -3.9560], [2.2326, 2.7524, -3.0077], [4.5735, 6.9244, -0.8504], [5.0221, 5.1457, 5.6361], [5.5599, 4.8422, -1.5142], [5.1812, 0.8712, 3.9662], [10.2997, -0.5426, 0.3745], [-13.4545, -4.5406, -2.3131], [-10.0303, -1.6706, -4.9220], [-5.8728, -4.3849, -0.2996], [-1.1916, -0.6424, -0.3528], [2.7967, -5.3244, 5.1446], [7.7382, 2.2966, 2.8587], [7.7249, 4.8605, 4.8046], [-9.0431, -3.7599, -5.5578], [6.9546, 4.9988, 3.0645], [7.0398, 11.0549, 3.9836], [-10.5790, -6.7058, -5.4784], [8.3291, 10.8418, 2.7776], [6.9823, -0.0868, 1.4609], [4.1807, 6.9666, -2.5844], [-1.0099, -1.6485, -2.8443], [-0.8975, 3.8938, -4.7097], [-9.7412, -9.6325, -5.2066], [3.5946, 1.9091, -1.0998], [2.6039, -2.9465, 5.3650], [-12.5467, -5.5029, -1.1284], [-11.3119, -8.9742, -5.7177], [10.8621, -0.0784, -2.2761], [-6.5643, -2.2776, -1.2053], [0.9966, -2.3892, -1.3246], [-7.8732, -2.0912, -0.0164], [-0.5070, 3.1846, -3.1259], [-11.5602, -3.1059, -2.0352], [1.9671, 0.0485, 4.0713], [1.7036, 1.0052, -3.4926], [8.4199, 9.4994, 5.1749], [4.3870, 0.7673, -2.2873], [5.1853, 3.0764, 4.5303], [-2.5614, 1.9804, -3.0085], [-11.3164, -3.6046, -0.3461], [1.8227, -0.4997, -1.9710], [3.4183, -1.1276, -1.2425], [6.1106, 2.7918, 2.0246], [3.0101, -2.9817, 7.0965], [9.5912, -1.5677, -0.8938], [-6.4820, -3.6254, 1.1883], [5.0755, 1.3638, 0.6364], [0.4665, -3.4320, 2.3377], [4.3728, 4.5878, -2.8135], [6.8439, 2.6855, 5.1949], [10.6862, 1.2762, -1.1378], [-0.3331, -0.0574, 3.4354], [3.1824, 5.0416, 3.0297], [2.0046, 4.2648, 5.2136], [6.9418, 0.3711, 3.9491], [0.4336, -3.2908, 0.1666], [5.0807, -0.3438, -0.0065], [-1.6264, -3.2781, -2.0526], [3.9938, -5.0634, 6.4333]]}



{"formula": "C49H70BF6N8O8P2S2Ti", "method": "wB97M-V/def2-TZVPD", "orbital_gap_ev": 6.45, "total_charge": -1, "symbols": ["Ti", "S", "S", "P", "P", "F", "F", "F", "F", "F", "F", "O", "O", "O", "O", "O", "O", "O", "O", "N", "N", "N", "N", "N", "N", "N", "N", "C", "C", "C", "C", "C", "C", "C", "C", "C", "C", "C", "C", "C", "C", "C", "C", "C", "C", "C", "C", "C", "C", "C", "C", "C", "C", "C", "C", "C", "C", "C", "C", "C", "C", "C", "C", "C", "C", "C", "C", "C", "C", "C", "C", "C", "C", "C", "C", "C", "B", "H", "H", "H", "H", "H", "H", "H", "H", "H", "H", "H", "H", "H", "H", "H", "H", "H", "H", "H", "H", "H", "H", "H", "H", "H", "H", "H", "H", "H", "H", "H", "H", "H", "H", "H", "H", "H", "H", "H", "H", "H", "H", "H", "H", "H", "H", "H", "H", "H", "H", "H", "H", "H", "H", "H", "H", "H", "H", "H", "H", "H", "H", "H", "H", "H", "H", "H", "H", "H", "H"], "coordinates": [[0.0713, 0.6249, 0.0293], [-2.1586, 1.1063, 2.3984], [0.5734, 1.0094, 2.9323], [-1.8948, 1.6333, -2.5973], [-1.5283, -2.8303, 1.5127], [0.9043, -0.2068, 5.2397], [2.4420, -0.6639, 3.7898], [-3.9285, 2.6392, 4.1381], [2.4093, 1.2689, 4.7574], [-1.8693, 3.2234, 4.4784], [-2.6429, 1.3934, 5.3509], [4.9967, 1.9963, -0.7765], [-1.5318, 0.5080, 0.7033], [-3.2533, 0.1486, 2.5642], [0.7629, 4.9997, 1.8999], [1.2683, 0.4512, 1.6745], [0.7903, 2.4268, 3.0624], [2.1164, -1.8263, 0.1334], [3.7390, 4.5417, 1.1210], [4.0430, -3.0236, 0.0554], [3.9358, -1.0161, 1.2247], [-0.7791, 0.4036, 3.2101], [-1.0404, -0.9249, -2.7370], [1.4908, 4.5697, -0.6184], [-0.6357, -2.4940, -1.1176], [0.2066, 2.8187, 0.1536], [2.5055, 2.5279, -0.1365], [-0.9074, -4.8520, -4.0336], [-0.4437, -3.3002, 0.0889], [2.5223, 5.5332, -0.6280], [-3.1273, -3.7657, 1.1415], [-0.7153, -4.4872, -2.6971], [1.6373, 0.2951, 4.2666], [3.3018, 7.6108, -1.6097], [4.3464, 0.2756, -2.3367], [-0.5656, -3.7029, 2.8773], [1.6353, 0.6800, -1.5313], [-3.2002, -5.2395, 1.5267], [-1.6758, 2.9009, -5.2385], [0.9202, 5.3935, 3.2603], [-0.8005, -3.1444, -2.3437], [-3.9670, -0.1294, -2.1808], [-3.7517, 1.3085, -2.6824], [-1.4011, 3.0476, -3.7389], [4.0224, 1.2281, -1.3993], [-1.0611, -2.1811, -3.3333], [3.6488, 5.5349, 0.2037], [3.3157, -0.4582, -2.9215], [1.3789, 3.3027, -0.1146], [2.3651, 6.5921, -1.5087], [-2.0554, 4.3326, -3.2206], [-2.6571, 2.1175, 4.1852], [4.4331, 7.5790, -0.8141], [4.5987, 6.5450, 0.0923], [2.6945, 1.4403, -1.0355], [-4.4678, 2.2302, -1.6799], [-0.5105, 4.8357, 1.4589], [3.2848, -1.9323, 0.4538], [-3.1217, 4.4541, 0.5896], [0.1272, 3.1754, -3.5510], [-2.1042, 3.6146, 0.1730], [2.0073, -0.2530, -2.5118], [-3.4219, -3.6438, -0.3560], [-1.2482, -2.5433, -4.6591], [-1.3514, -3.4511, 4.1716], [-1.1739, -3.8954, -5.0029], [-2.8301, 5.5059, 1.4419], [-0.2278, -5.1924, 2.7387], [-0.7912, 3.7837, 0.5702], [4.6871, 4.6586, 2.1726], [-1.2248, 0.2355, -3.5707], [-1.5289, 5.6892, 1.8737], [5.5580, 2.9847, -1.6336], [-4.4006, 1.4675, -4.0523], [0.7624, -2.9211, 2.9864], [-4.2225, -2.9971, 1.9018], [-0.6853, -1.0292, -1.3134], [-2.3164, 2.7643, -0.4544], [-4.0529, -3.0078, 2.9844], [-1.6463, 5.1978, -3.7577], [-3.6117, 6.1697, 1.7917], [0.5863, 4.9662, -0.8326], [4.7922, 3.6908, -1.9720], [-4.2446, 3.2886, -1.8347], [4.5913, 5.6219, 2.6764], [4.7972, -1.2489, 1.6814], [0.5793, -3.1642, 0.4293], [-5.2011, -3.4501, 1.6981], [-3.1059, -5.3893, 2.6047], [-2.3315, -3.9356, 4.1562], [-2.7265, 3.0222, -5.4903], [0.8152, 6.4742, 3.3733], [-5.5506, 2.0948, -1.7816], [4.4588, 3.8579, 2.8692], [-1.3370, 1.9365, -5.6249], [-1.5123, -2.3792, 4.3230], [3.6219, -3.5252, -0.7090], [0.5880, -5.4330, 3.4320], [-0.7933, -3.8438, 5.0311], [-4.1810, -5.6289, 1.2262], [0.2044, 4.8727, 3.8957], [5.1816, 8.3573, -0.8832], [-3.2964, -2.6177, -0.7167], [-3.6371, -0.8800, -2.9022], [-5.0387, -0.2793, -2.0023], [-5.4103, 1.0404, -4.0145], [0.6130, -1.8431, 2.8440], [0.1184, -5.4442, 1.7322], [3.3496, 3.0296, 0.0846], [-2.7847, -4.2950, -0.9594], [3.5399, -1.2090, -3.6714], [3.1427, 8.4184, -2.3120], [1.4757, 6.6078, -2.1312], [1.5002, -3.2580, 2.2573], [-1.1168, 3.6797, -5.7728], [-1.9034, -0.0124, -4.3872], [1.1868, -3.0743, 3.9866], [-3.1371, 4.3286, -3.3774], [-0.8344, -5.8960, -4.3144], [0.6754, 2.4844, -4.1952], [-1.3085, -4.1935, -6.0359], [-3.8532, 0.9502, -4.8442], [5.0377, -2.8915, -0.0233], [-0.4927, -5.2508, -1.9651], [6.3126, 3.5214, -1.0593], [5.4671, 6.5337, 0.7364], [-0.2737, 0.5566, -4.0078], [0.4383, 2.9638, -2.5266], [3.3498, -0.3053, 1.6337], [-1.0654, -5.8430, 2.9863], [6.0285, 2.5337, -2.5095], [0.4460, 4.1926, -3.8115], [-0.5866, -4.3450, -0.1651], [-2.4364, -5.8382, 1.0218], [-4.4643, -3.9358, -0.5345], [1.9289, 5.0993, 3.5435], [-4.1404, 4.2618, 0.2708], [-1.8764, 4.4740, -2.1489], [5.3850, 0.1176, -2.6078], [5.7072, 4.5381, 1.8045], [-4.5006, 2.5195, -4.3302], [-3.4429, -0.3064, -1.2376], [-4.2439, -1.9459, 1.6115], [-1.2951, 6.4907, 2.5624], [-4.2029, 1.9719, -0.6528], [1.2493, -0.8827, -2.9633], [-1.4320, -1.8009, -5.4252]]}



| no. | largest force on an atom (eV/Å) | total energy (Eh) |
| --- | --- | --- |
| 1 | 0.656 | -5955.00330 |
| 2 | 4.905 | -5356.18498 |
| 3 | 2.795 | -5901.86061 |